Computed, not measured: C18H24ClNOS in the gas phase, with wB97M-V/def2-TZVPD.

Maximum force   0.773 eV/A
SMILES   O=C(CCSCc1ccc(Cl)cc1)NCCC1=CCCCC1
HOMO-LUMO gap   9.17 eV
ΔE to the lowest compared entry with this formula, charge and spin   0.00 kcal/mol
Total charge   0

```
46
C18H24ClNOS, DFT wB97M-V/def2-TZVPD
O 1.517 1.171 1.881
C 0.769 0.498 1.205
C 0.111 -0.775 1.735
C 0.649 -2.046 1.088
S 0.211 -2.283 -0.666
C -1.555 -2.772 -0.545
C -2.459 -1.594 -0.370
C -3.270 -1.470 0.752
C -4.078 -0.360 0.921
C -4.072 0.639 -0.039
Cl -5.071 2.033 0.171
C -3.273 0.532 -1.167
C -2.474 -0.584 -1.326
N 0.379 0.825 -0.044
C 0.958 1.928 -0.771
C 2.077 1.467 -1.720
C 3.227 0.884 -0.947
C 3.377 -0.425 -0.797
C 4.474 -1.064 -0.002
C 5.582 -0.072 0.335
C 4.964 1.237 0.812
C 4.175 1.871 -0.328
H -0.969 -0.703 1.596
H 0.323 -0.825 2.805
H 1.739 -2.045 1.097
H 0.292 -2.929 1.620
H -1.648 -3.486 0.272
H -1.754 -3.278 -1.490
H -3.273 -2.248 1.502
H -4.705 -0.268 1.793
H -3.279 1.313 -1.910
H -1.850 -0.678 -2.204
H -0.105 0.126 -0.591
H 0.165 2.424 -1.339
H 1.355 2.621 -0.027
H 1.671 0.721 -2.408
H 2.414 2.329 -2.299
H 2.669 -1.108 -1.253
H 4.878 -1.917 -0.556
H 4.048 -1.460 0.928
H 6.237 -0.491 1.102
H 6.185 0.118 -0.556
H 5.739 1.922 1.159
H 4.282 1.040 1.641
H 3.617 2.732 0.046
H 4.861 2.236 -1.102
```

Okay, here come the Mulliken numbers, in e, for every atom: -0.678 0.505 -0.286 -0.467 -0.122 -1.178 0.608 -0.398 -0.564 0.262 -0.225 -0.647 -0.346 0.216 -0.997 -1.241 0.610 -0.363 -0.688 -0.891 -0.726 -0.610 0.024 0.403 -0.016 0.570 0.381 0.429 0.355 0.420 0.450 0.502 -0.194 0.360 0.565 0.362 0.416 0.610 0.360 0.209 0.370 0.327 0.338 0.259 0.335 0.390